Entry 1:
Entry from OMol25: 4 unconnected molecules or ions with the total composition C24H57B3IN3O11 (wB97M-V/def2-TZVPD).

Values from the calculation:
- HOMO level (Ha) = -0.306
- LUMO level (eV) = -0.1

Element x y z (Å)
C: 2.999 -7.310 2.231
B: 2.090 -5.954 2.001
O: 0.673 -6.024 2.502
B: -0.111 -6.045 1.217
C: -1.046 -7.311 0.736
C: -0.363 -8.789 0.924
C: 0.637 -9.235 -0.326
I: -0.397 -9.298 -2.282
O: 0.059 -4.826 0.365
B: 1.481 -4.440 0.262
C: 1.914 -3.646 -1.150
C: 2.705 -2.235 -0.886
O: 2.129 -1.006 -0.884
O: 4.171 -2.306 -0.681
O: 2.517 -4.716 1.320
H: 4.099 -7.171 1.851
H: 2.423 -8.188 1.664
H: 2.935 -7.554 3.397
H: -2.023 -7.301 1.420
H: -1.420 -7.123 -0.358
H: -1.241 -9.593 0.925
H: 0.184 -8.939 1.974
H: 0.923 -10.371 -0.096
H: 1.642 -8.625 -0.358
H: 2.620 -4.341 -1.800
H: 0.941 -3.368 -1.784
H: 4.589 -2.543 -1.572
C: -2.491 -6.869 -6.121
O: -1.213 -6.838 -6.746
C: -1.116 -5.857 -7.787
C: -0.205 -4.695 -7.360
N: -0.841 -3.874 -6.323
C: 0.073 -2.934 -5.665
C: 1.279 -3.522 -4.903
O: 0.927 -4.256 -3.728
C: 0.536 -5.599 -3.967
H: -2.540 -7.764 -5.494
H: -2.632 -5.998 -5.481
H: -3.293 -6.923 -6.863
H: -2.097 -5.504 -8.119
H: -0.645 -6.363 -8.639
H: 0.011 -4.067 -8.231
H: 0.733 -5.126 -7.006
H: -1.234 -4.484 -5.610
H: -0.531 -2.365 -4.948
H: 0.435 -2.214 -6.409
H: 1.879 -2.675 -4.550
H: 1.944 -4.109 -5.546
H: 1.069 -6.050 -4.810
H: -0.544 -5.650 -4.125
H: 0.755 -6.186 -3.071
C: 3.215 3.438 0.489
O: 1.878 2.952 0.524
C: 1.790 1.562 0.869
C: 1.194 1.385 2.275
N: 2.135 1.826 3.311
C: 1.532 1.960 4.643
C: 0.384 2.976 4.810
O: 0.785 4.341 4.675
C: 0.877 4.799 3.336
H: 3.202 4.429 0.028
H: 3.619 3.537 1.496
H: 3.857 2.786 -0.111
H: 2.750 1.047 0.766
H: 1.098 1.112 0.146
H: 0.954 0.329 2.434
H: 0.265 1.957 2.311
H: 2.522 2.728 3.048
H: 2.342 2.254 5.320
H: 1.189 0.972 4.976
H: 0.017 2.879 5.839
H: -0.476 2.756 4.168
H: 0.137 4.332 2.679
H: 1.887 4.633 2.954
H: 0.707 5.879 3.328
C: -2.572 12.023 2.557
O: -1.730 11.038 1.970
C: -0.817 10.445 2.904
C: -1.208 8.988 3.201
N: -2.437 8.920 4.000
C: -3.025 7.578 4.072
C: -3.474 6.920 2.750
O: -4.594 7.555 2.131
C: -4.269 8.695 1.351
H: -3.082 12.556 1.750
H: -3.328 11.562 3.191
H: -1.989 12.747 3.134
H: -0.718 11.035 3.820
H: 0.163 10.440 2.409
H: -0.395 8.502 3.751
H: -1.327 8.479 2.243
H: -3.130 9.547 3.599
H: -3.905 7.660 4.721
H: -2.320 6.911 4.584
H: -3.810 5.906 2.995
H: -2.652 6.795 2.037
H: -3.293 8.607 0.862
H: -4.308 9.594 1.970
H: -5.030 8.810 0.575

Here are the Löwdin charges for atoms 1 to 4, given in e: 0.00, -0.41, 0.13, -0.34


Entry 2:
Entry from OMol25: 9 unconnected molecules or ions with the total composition C24H57N3O8S (wB97M-V/def2-TZVPD).

Values from the calculation:
- HOMO level (Ha) = -0.314
- LUMO level (eV) = -1.8

Element x y z (Å)
C: -1.079 5.471 -2.819
C: -0.472 4.137 -3.612
N: -1.455 2.989 -3.706
C: -1.335 2.066 -2.487
C: -2.688 1.833 -1.534
C: -2.677 0.887 -0.172
C: -1.244 0.168 0.243
N: -0.897 -0.711 1.433
S: 0.798 -1.095 1.237
N: 1.330 -0.324 -0.256
C: 0.071 0.380 -0.716
C: 0.077 1.297 -2.073
H: -1.045 5.355 -1.642
H: -0.343 6.351 -3.086
H: -2.142 5.718 -3.241
H: -0.142 4.416 -4.722
H: 0.531 3.873 -3.044
H: -2.411 3.441 -3.584
H: -3.699 2.349 -1.818
H: -3.614 0.704 0.522
H: 1.009 1.464 -2.789
C: -2.836 -0.629 5.416
C: -3.726 0.392 4.738
O: -2.941 1.268 3.942
H: -2.090 -0.131 6.044
H: -3.425 -1.308 6.038
H: -2.286 -1.217 4.674
H: -4.257 0.992 5.483
H: -4.467 -0.096 4.097
H: -2.481 0.726 3.278
C: 2.974 -3.976 4.483
C: 1.778 -4.504 3.718
O: 0.586 -4.255 4.447
H: 3.041 -4.451 5.468
H: 3.902 -4.165 3.936
H: 2.879 -2.899 4.655
H: 1.867 -5.584 3.567
H: 1.697 -4.025 2.737
H: 0.512 -3.292 4.568
C: 0.397 3.586 3.950
C: 0.106 2.937 5.287
O: -1.226 3.224 5.686
H: 0.258 4.670 4.010
H: 1.422 3.378 3.630
H: -0.293 3.218 3.183
H: 0.783 3.323 6.055
H: 0.230 1.851 5.232
H: -1.820 2.869 5.001
C: -2.143 -0.650 -5.794
C: -0.984 0.206 -6.262
O: -1.471 1.387 -6.881
H: -2.787 -0.918 -6.638
H: -1.783 -1.567 -5.319
H: -2.765 -0.102 -5.079
H: -0.377 -0.337 -6.992
H: -0.341 0.489 -5.422
H: -2.002 1.866 -6.222
C: -1.710 -5.273 -2.869
C: -2.474 -4.121 -3.488
O: -2.526 -4.276 -4.898
H: -0.692 -5.320 -3.270
H: -1.657 -5.167 -1.782
H: -2.189 -6.229 -3.107
H: -1.980 -3.171 -3.266
H: -3.497 -4.077 -3.101
H: -2.975 -5.119 -5.085
C: 4.887 -8.512 4.096
C: 3.891 -8.256 2.984
O: 3.943 -6.892 2.590
H: 4.672 -7.873 4.959
H: 4.856 -9.558 4.414
H: 5.904 -8.273 3.768
H: 2.874 -8.475 3.323
H: 4.107 -8.881 2.112
H: 4.848 -6.710 2.283
C: 2.896 -0.376 -8.155
C: 3.101 0.336 -9.477
O: 1.919 0.253 -10.260
H: 2.639 -1.427 -8.320
H: 3.799 -0.325 -7.541
H: 2.066 0.072 -7.599
H: 3.917 -0.128 -10.039
H: 3.345 1.391 -9.320
H: 1.203 0.675 -9.756
C: 0.760 7.759 5.993
C: -0.247 8.655 5.302
O: -1.075 7.883 4.445
H: 1.380 7.238 5.256
H: 1.409 8.340 6.654
H: 0.253 6.989 6.584
H: 0.263 9.409 4.696
H: -0.880 9.170 6.032
H: -1.531 7.222 4.994

Here are the Löwdin charges for atoms 1 to 4, given in e: -0.12, -0.28, -0.07, -0.14


Entry 3:
Entry from OMol25: 7 unconnected molecules or ions with the total composition C24H59F10N7O14PS4 (wB97M-V/def2-TZVPD).

Values from the calculation:
- HOMO level (Ha) = -0.413
- LUMO level (eV) = -2.8
- charge = +1

Element x y z (Å)
P: -0.566 0.474 -0.329
F: -1.172 -0.518 -1.488
F: 0.856 -0.125 -0.482
F: -0.181 1.487 -1.530
F: 0.059 1.503 0.746
F: -2.025 1.104 -0.030
F: -0.883 -0.687 0.768
C: -0.055 -0.164 4.959
C: -1.574 -0.006 5.205
N: -2.094 1.150 4.589
C: -2.037 1.537 3.296
C: -2.668 2.802 3.181
N: -3.124 3.204 4.387
C: -2.774 2.146 5.215
C: -3.913 4.404 4.758
H: 0.290 -0.260 3.929
H: 0.322 -1.088 5.397
H: 0.362 0.719 5.442
H: -1.722 0.085 6.281
H: -2.193 -0.855 4.912
H: -1.457 1.078 2.509
H: -2.691 3.373 2.264
H: -3.060 2.020 6.249
H: -3.956 4.450 5.846
H: -4.934 4.370 4.376
H: -3.456 5.370 4.544
C: -5.376 3.493 -6.512
O: -4.249 3.010 -5.681
C: -3.894 3.776 -4.476
C: -5.040 3.623 -3.464
N: -5.288 2.258 -3.042
H: -6.276 2.233 -2.833
H: -5.175 1.665 -3.851
C: -4.331 1.632 -2.029
C: -4.436 0.117 -1.971
O: -4.689 -0.419 -3.282
C: -4.713 -1.855 -3.202
H: -5.451 4.562 -6.709
H: -6.362 3.202 -6.150
H: -5.197 3.085 -7.506
H: -3.763 4.819 -4.765
H: -2.961 3.361 -4.094
H: -6.021 4.052 -3.669
H: -4.742 4.139 -2.552
H: -4.662 2.114 -1.110
H: -3.387 2.022 -2.409
H: -5.180 -0.176 -1.229
H: -3.450 -0.247 -1.684
H: -5.211 -2.216 -2.302
H: -3.749 -2.362 -3.169
H: -5.131 -2.193 -4.151
C: 2.439 -4.798 1.859
O: 1.533 -4.937 0.817
C: 1.857 -5.960 -0.099
C: 0.975 -5.848 -1.346
N: 0.997 -4.434 -2.002
H: 1.912 -4.074 -2.236
H: 0.759 -4.508 -2.981
C: 0.136 -3.252 -1.357
C: -1.370 -3.420 -1.691
O: -1.843 -4.326 -0.752
C: -3.026 -5.046 -1.099
H: 2.588 -5.737 2.393
H: 1.951 -4.032 2.461
H: 3.418 -4.474 1.507
H: 1.597 -6.932 0.321
H: 2.900 -6.062 -0.397
H: -0.041 -6.235 -1.262
H: 1.600 -6.421 -2.031
H: 0.465 -2.305 -1.783
H: 0.340 -3.230 -0.287
H: -1.644 -3.819 -2.668
H: -2.088 -2.628 -1.481
H: -3.500 -5.632 -0.312
H: -2.850 -5.603 -2.020
H: -3.712 -4.266 -1.428
C: 2.406 1.851 -2.953
O: 3.077 2.489 -1.865
C: 4.258 1.793 -1.515
C: 4.646 2.269 -0.176
N: 3.467 1.974 0.767
H: 3.412 2.651 1.515
H: 2.650 2.334 0.294
C: 3.127 0.572 1.443
C: 3.839 0.484 2.838
O: 5.185 0.548 2.820
C: 5.784 -0.490 3.568
H: 3.020 1.744 -3.847
H: 1.451 2.345 -3.128
H: 2.097 0.880 -2.565
H: 5.058 2.028 -2.216
H: 4.488 0.743 -1.698
H: 4.924 3.319 -0.092
H: 5.488 1.748 0.280
H: 3.303 -0.201 0.695
H: 2.060 0.602 1.663
H: 3.496 -0.369 3.425
H: 3.639 1.333 3.491
H: 6.787 -0.595 3.154
H: 5.415 -1.474 3.280
H: 5.626 -0.328 4.634
N: 2.697 3.736 2.830
S: 1.192 3.746 3.085
O: 0.288 4.098 2.043
O: 0.831 3.978 4.465
F: 1.120 2.126 2.811
S: 2.896 5.431 3.132
O: 3.577 5.716 4.365
O: 1.952 6.418 2.701
F: 4.099 5.439 2.073
N: 3.677 -3.893 -2.351
S: 5.005 -4.587 -2.170
O: 5.261 -5.222 -0.851
O: 6.175 -4.232 -2.996
F: 4.497 -5.906 -2.963
S: 4.116 -2.535 -1.445
O: 5.122 -1.656 -2.109
O: 4.017 -2.523 0.015
F: 2.763 -1.667 -1.719

Here are the Löwdin charges for atoms 1 to 4, given in e: 0.15, -0.18, -0.12, -0.15


Entry 4:
Entry from OMol25: a molecular structure, C24H60BCdF4KN4O4S (wB97M-V/def2-TZVPD).

Values from the calculation:
- ΔE to the lowest compared entry with this formula, charge and spin (kcal per mole) = 33.8
- HOMO level (Ha) = -0.295
- LUMO level (eV) = 0.0

Element x y z (Å)
K: -0.281 -2.356 2.029
Cd: -0.985 1.275 -0.116
S: -2.462 0.317 1.881
O: -0.964 0.342 1.772
O: -2.899 -1.054 2.160
O: -3.019 1.254 2.839
O: -2.796 0.785 0.501
B: 0.762 -0.618 -0.990
F: 1.312 -1.292 0.079
F: 0.938 0.815 -0.763
F: 1.194 -0.884 -2.262
F: -0.639 -0.795 -0.937
C: -3.914 -3.771 -5.160
C: -3.239 -2.532 -5.726
N: -1.796 -2.722 -5.856
C: -1.155 -2.088 -6.998
C: -1.644 -2.733 -8.297
C: -1.115 -2.471 -4.590
C: 0.075 -3.412 -4.485
H: -3.825 -4.544 -5.926
H: -4.970 -3.570 -4.973
H: -3.426 -4.166 -4.270
H: -3.673 -2.330 -6.706
H: -3.424 -1.612 -5.146
H: -1.283 -0.996 -7.032
H: -0.085 -2.266 -6.894
H: -1.573 -3.817 -8.223
H: -2.693 -2.491 -8.488
H: -1.140 -2.361 -9.190
H: -1.789 -2.668 -3.750
H: -0.923 -1.399 -4.414
H: 0.685 -3.301 -3.583
H: 0.812 -3.335 -5.285
H: -0.321 -4.427 -4.454
C: 3.534 2.308 1.186
C: 3.308 3.493 2.156
N: 3.167 3.142 3.555
C: 4.297 2.518 4.225
C: 5.573 3.364 4.127
C: 1.880 2.569 3.883
C: 1.553 2.614 5.382
H: 2.690 1.624 1.211
H: 4.546 1.912 1.168
H: 3.445 2.800 0.206
H: 4.052 4.283 2.059
H: 2.358 3.944 1.858
H: 4.532 1.561 3.728
H: 4.036 2.342 5.263
H: 5.448 4.197 4.825
H: 5.687 3.768 3.125
H: 6.454 2.813 4.446
H: 1.073 3.150 3.424
H: 1.654 1.549 3.534
H: 0.500 2.381 5.560
H: 2.095 1.850 5.944
H: 1.756 3.600 5.800
C: 2.917 -1.122 3.480
C: 2.018 -1.264 4.686
N: 1.061 -2.353 4.443
C: -0.019 -2.216 5.455
C: -1.032 -1.238 4.874
C: 1.689 -3.687 4.648
C: 0.811 -4.822 4.108
H: 3.478 -0.194 3.396
H: 2.418 -1.370 2.542
H: 3.722 -1.866 3.540
H: 2.568 -1.422 5.625
H: 1.448 -0.353 4.878
H: -0.556 -3.118 5.745
H: 0.350 -1.800 6.402
H: -1.706 -1.728 4.174
H: -1.655 -0.911 5.714
H: -0.632 -0.326 4.435
H: 1.915 -3.758 5.719
H: 2.642 -3.660 4.120
H: -0.260 -4.760 4.294
H: 1.150 -5.775 4.519
H: 0.987 -4.917 3.033
C: 0.093 4.023 -2.044
C: -0.632 2.863 -2.729
N: -1.681 2.116 -2.033
C: -2.762 3.034 -1.541
C: -3.545 3.842 -2.606
C: -2.337 1.177 -2.995
C: -3.376 0.238 -2.409
H: -0.569 4.777 -1.622
H: 0.783 4.442 -2.767
H: 0.606 3.560 -1.191
H: -0.992 3.215 -3.710
H: 0.103 2.123 -3.062
H: -3.486 2.564 -0.888
H: -2.193 3.764 -0.956
H: -3.913 4.757 -2.140
H: -2.979 4.137 -3.486
H: -4.447 3.276 -2.845
H: -1.613 0.486 -3.432
H: -2.789 1.781 -3.784
H: -4.072 0.649 -1.686
H: -2.892 -0.670 -2.057
H: -4.004 -0.058 -3.257

Here are the Löwdin charges for atoms 1 to 4, given in e: 0.85, 1.48, 0.23, -0.54